{"formula": "C19H27FN2O2", "method": "ωB97M-V with the def2-TZVPD basis set", "elements": ["F", "O", "O", "N", "N", "C", "C", "C", "C", "C", "C", "C", "C", "C", "C", "C", "C", "C", "C", "C", "C", "C", "C", "C", "H", "H", "H", "H", "H", "H", "H", "H", "H", "H", "H", "H", "H", "H", "H", "H", "H", "H", "H", "H", "H", "H", "H", "H", "H", "H", "H"], "coordinates": [[-4.965988, -0.600609, -2.613485], [-1.643447, -1.706394, -0.191518], [3.457637, 3.483698, -1.654042], [-0.425012, -0.087756, -1.183167], [2.419040, 1.154710, -0.387970], [4.229980, 2.317570, -1.497737], [0.979708, 0.257461, 1.355461], [1.738707, -1.812333, 2.550243], [1.589280, 2.319642, -0.633334], [-6.344920, -1.552529, 0.584337], [2.488050, 3.560525, -0.638004], [-6.220851, -1.370608, -0.781271], [-1.581791, -0.628820, -0.740979], [0.540331, -0.959999, 2.164440], [1.765632, -0.082384, 0.075122], [-4.044878, -0.344205, -0.450097], [-4.195049, -0.539230, 0.917145], [-5.331108, -1.137071, 1.431173], [-5.074454, -0.776869, -1.273911], [3.358204, 1.057740, -1.492546], [2.886101, -1.082133, 0.433736], [2.439275, -2.271466, 1.281330], [-2.794452, 0.267249, -1.006893], [0.851729, -0.733814, -0.997215], [-7.231814, -2.019946, 0.983978], [4.929527, 2.298431, -2.335161], [1.085908, 2.269684, -1.617459], [1.761079, -2.908651, 0.711310], [1.903734, 4.460731, -0.837566], [1.415579, -2.675533, 3.134326], [-3.402372, -0.224663, 1.578880], [2.844616, 0.988181, -2.468551], [-2.890506, 0.415422, -2.084356], [3.652007, -0.526389, 0.978252], [1.624752, 0.886925, 1.972592], [-5.424852, -1.282254, 2.496598], [-0.441077, 0.813145, -1.632783], [3.333194, -1.476411, -0.480393], [3.319899, -2.868653, 1.528358], [-2.610566, 1.238264, -0.538092], [-6.991731, -1.685329, -1.466959], [1.386929, -0.760503, -1.951478], [2.978047, 3.649634, 0.343059], [2.428634, -1.226639, 3.162438], [4.789925, 2.365597, -0.551744], [0.021663, -0.612024, 3.060714], [0.623190, -1.757762, -0.698807], [0.085099, 0.829623, 1.105034], [4.009321, 0.195537, -1.375504], [0.842177, 2.439308, 0.147309], [-0.164083, -1.558095, 1.585190]], "forces_ev_per_a": [[0.02, -0.04, 0.11], [-0.11, -0.27, 0.12], [0.01, 0.11, -0.13], [0.33, 0.24, -0.22], [0.00, 0.11, -0.07], [0.09, -0.38, -0.12], [-0.12, -0.19, -0.11], [-0.19, -0.14, -0.17], [0.24, 0.31, 0.12], [0.02, 0.00, -0.07], [-0.40, -0.03, 0.06], [0.04, 0.01, -0.14], [-0.14, 0.42, -0.28], [0.14, 0.08, 0.13], [-0.05, -0.10, 0.15], [-0.11, 0.03, -0.25], [-0.19, -0.03, -0.11], [0.04, 0.04, 0.16], [0.05, 0.09, 0.23], [0.22, 0.28, 0.04], [-0.22, -0.13, -0.09], [0.12, 0.15, 0.13], [-0.14, -0.29, 0.10], [0.26, -0.11, 0.25], [-0.08, -0.04, 0.03], [0.00, -0.04, 0.06], [-0.04, 0.05, 0.04], [-0.01, -0.11, -0.02], [0.01, -0.04, 0.06], [0.04, 0.00, 0.08], [0.10, 0.02, 0.08], [0.06, -0.06, 0.02], [0.06, 0.08, 0.08], [0.09, 0.05, -0.04], [0.03, 0.09, 0.00], [-0.01, -0.01, 0.09], [-0.14, -0.08, 0.05], [0.11, 0.05, -0.03], [-0.02, -0.06, -0.07], [0.02, 0.01, -0.08], [-0.06, -0.02, -0.08], [0.00, -0.07, 0.07], [-0.08, -0.01, -0.05], [0.06, 0.01, 0.09], [-0.01, -0.04, -0.08], [-0.08, -0.01, -0.02], [0.07, 0.04, -0.12], [0.06, 0.11, 0.02], [0.01, -0.02, -0.03], [-0.04, -0.01, -0.01], [-0.05, -0.03, 0.05]], "lowdin_charge": [0.06, 0.07, -0.13, 0.08, -0.11, -0.19, -0.13, -0.20, -0.17, -0.08, -0.19, -0.01, -0.48, -0.18, -0.41, -0.16, -0.03, -0.08, -0.22, -0.16, -0.13, -0.19, -0.04, -0.09, 0.10, 0.13, 0.12, 0.11, 0.13, 0.11, 0.12, 0.13, 0.12, 0.13, 0.13, 0.10, 0.12, 0.11, 0.11, 0.13, 0.12, 0.13, 0.13, 0.11, 0.13, 0.11, 0.12, 0.10, 0.11, 0.11, 0.10], "e_above_lowest_ev": 0.0999, "lumo_energy_ev": 0.601, "orbital_gap_ev": 9.13, "homo_energy_ev": -8.533, "smiles": "O=C(Cc1ccccc1F)NCC1(N2CCOCC2)CCCCC1", "total_energy_ha": -1100.070259, "mol_weight_g_mol": 334.43}


{"formula": "C19H27FN8O3", "method": "ωB97M-V with the def2-TZVPD basis set", "elements": ["F", "O", "O", "O", "N", "N", "N", "N", "N", "N", "N", "N", "C", "C", "C", "C", "C", "C", "C", "C", "C", "C", "C", "C", "C", "C", "C", "C", "C", "C", "C", "H", "H", "H", "H", "H", "H", "H", "H", "H", "H", "H", "H", "H", "H", "H", "H", "H", "H", "H", "H", "H", "H", "H", "H", "H", "H", "H"], "coordinates": [[1.347037, -0.424522, -0.108185], [-0.524245, 0.531397, 1.744875], [-0.806751, -0.849251, 0.133297], [-1.598533, -1.369905, 2.215834], [-5.898799, -5.665147, 6.325049], [-2.199643, -7.319901, -0.059892], [6.398715, 4.024623, 0.873094], [-4.451105, -2.277676, -6.018179], [2.404255, 1.249946, 6.650438], [6.825424, -3.516100, -0.359634], [4.083704, -0.713190, -6.954614], [0.803395, 8.812639, 0.945080], [1.838487, 2.254194, 6.753191], [-3.322520, -6.972093, -0.141082], [-5.524575, -2.721313, -6.152083], [1.032089, 9.319838, -0.058657], [7.731695, 4.413321, 3.120061], [-4.723975, -6.612632, -0.260774], [-6.778506, -5.049503, 5.901094], [3.647798, 0.359633, -7.275338], [-1.026537, -0.607071, 1.424608], [-7.896821, -4.327623, 5.367992], [7.005070, 4.181743, 1.878754], [4.726053, -4.856237, -1.260066], [-6.901538, -3.241587, -6.220385], [-0.089486, 1.259059, 0.562372], [1.257285, 10.012469, -1.316078], [0.155453, 0.042074, -0.382584], [1.222648, 3.573130, 6.842460], [5.921629, -4.133041, -0.749291], [3.171923, 1.733845, -7.661488], [0.671759, 1.977132, 0.867318], [7.691195, 3.542888, 3.774898], [1.225146, 11.076091, -1.079823], [-5.263040, -6.678793, 0.684287], [0.171055, 0.254237, -1.451624], [-7.410104, -3.797977, 4.549037], [3.083793, 1.733901, -8.747912], [0.561264, 3.830405, 6.015129], [-0.877639, 1.929213, 0.219109], [2.021020, 4.313853, 6.887715], [3.958443, -4.792041, -0.488868], [-8.603562, -5.027586, 4.922258], [7.349738, 5.299406, 3.627069], [4.344876, -4.354329, -2.149382], [-4.598243, -5.597660, -0.637775], [-7.625836, -2.619122, -5.695011], [0.581517, 3.619180, 7.722761], [4.936267, -5.915551, -1.407594], [3.882475, 2.472390, -7.290293], [-6.930108, -4.214491, -5.729725], [2.187984, 1.818901, -7.200280], [-5.246990, -7.259059, -0.965529], [2.232872, 9.665898, -1.656994], [8.760034, 4.662898, 2.858670], [-7.139320, -3.291585, -7.282964], [-8.324126, -3.541170, 5.990084], [0.529903, 9.781854, -2.094430]], "forces_ev_per_a": [[2.50, -1.36, 0.42], [0.80, 3.05, 0.68], [-0.07, -0.96, -2.33], [1.51, 2.08, -2.64], [-0.60, 0.51, -0.41], [-3.34, 1.23, -0.28], [2.20, 0.54, 3.58], [-2.34, -1.05, -0.47], [-0.69, 1.03, 0.21], [-1.32, -1.01, -0.56], [-2.22, 5.15, -1.57], [0.16, -0.03, -0.03], [0.59, -0.97, -0.52], [3.55, -2.19, 0.60], [1.85, 1.18, 0.93], [-0.76, -0.26, 0.17], [0.29, 0.33, -0.15], [0.38, 0.27, -0.19], [0.92, -1.11, 1.51], [2.17, -4.08, 1.32], [-2.14, -3.45, 2.84], [0.38, 0.62, -1.28], [-2.41, -0.53, -3.51], [0.40, 0.47, 0.76], [0.58, 0.02, -0.13], [-0.73, -0.18, 0.22], [0.35, -0.14, 0.16], [-0.98, 2.45, 1.17], [-0.28, 0.15, 0.22], [0.70, 0.58, 0.14], [0.19, -1.82, 0.38], [0.72, -0.85, -0.24], [0.03, 0.10, -0.08], [0.28, 0.02, -0.37], [0.27, 0.32, 0.04], [-1.08, -0.35, 0.02], [-0.41, 0.27, -0.42], [0.00, 0.31, 0.10], [0.26, -0.36, -0.26], [-0.52, -0.44, -0.14], [-0.16, 0.06, 0.16], [-0.05, 0.02, -0.02], [-0.23, 0.23, 0.30], [-0.25, -0.17, 0.04], [0.17, -0.25, -0.06], [-1.06, 0.21, 0.02], [0.27, 0.27, -0.14], [0.28, 0.10, 0.18], [0.10, 0.19, -0.26], [-0.20, 0.00, -0.11], [0.00, -0.12, -0.34], [0.05, 0.44, -0.12], [0.22, 0.16, -0.18], [0.09, 0.50, -0.23], [0.12, -0.28, 0.11], [-0.36, -0.29, 0.16], [-0.06, -0.53, 0.30], [-0.12, -0.10, 0.30]], "lowdin_charge": [0.11, 0.09, 0.14, 0.12, 0.13, 0.12, 0.11, 0.12, 0.12, 0.11, 0.10, 0.12, -0.28, -0.29, -0.28, -0.30, -0.08, -0.08, -0.31, -0.26, -0.59, -0.08, -0.27, -0.07, -0.08, 0.00, -0.07, -0.32, -0.08, -0.27, -0.07, 0.14, 0.08, 0.08, 0.08, 0.17, 0.08, 0.08, 0.08, 0.13, 0.08, 0.08, 0.09, 0.08, 0.08, 0.08, 0.08, 0.08, 0.08, 0.08, 0.08, 0.07, 0.08, 0.08, 0.08, 0.08, 0.09, 0.08], "e_above_lowest_ev": 2.0095, "lumo_energy_ev": 0.398, "orbital_gap_ev": 11.13, "homo_energy_ev": -10.731, "smiles": "O=C1OC[C@@H](F)O1.CC#N.CC#N.CC#N.CC#N.CC#N.CC#N.CC#N.CC#N", "total_energy_ha": -1503.676568, "mol_weight_g_mol": 434.48}